i:
87
Properties=species:S:1:pos:R:3 method="wB97M-V/def2-TZVPD" multiplicity=6 gap_ha="0.248 / 0.193" lumo_ev="-6.40 / -8.68" total_charge=+2 homo_ev="-13.144 / -13.933"
Pd 1.929 -1.381 -1.420
C -3.521 -1.870 4.076
C -2.708 -0.630 3.662
C -2.169 0.082 4.919
C -3.627 0.336 2.909
C -1.531 -1.078 2.818
C -1.355 -0.652 1.480
C -0.273 -1.086 0.722
N -0.021 -0.715 -0.542
C -0.666 0.222 -1.310
C -2.017 0.337 -1.506
C -2.543 1.370 -2.311
C -1.652 2.309 -2.844
C -0.277 2.248 -2.724
C 0.273 1.090 -2.049
O 1.491 0.762 -2.046
C 0.540 3.414 -3.296
C 2.059 3.357 -3.106
C 0.038 4.697 -2.611
C 0.258 3.481 -4.811
C -4.025 1.512 -2.583
C -4.514 2.843 -1.975
C -4.842 0.367 -1.980
C -4.257 1.532 -4.107
C 0.769 -1.916 1.326
O 1.807 -2.152 0.643
C 0.576 -2.366 2.689
C -0.578 -1.928 3.353
C 1.515 -3.273 3.475
C 0.700 -4.504 3.927
C 1.974 -2.493 4.726
C 2.766 -3.781 2.753
H -4.389 -1.555 4.656
H -2.936 -2.552 4.693
H -3.874 -2.414 3.198
H -3.004 0.435 5.522
H -1.557 0.943 4.642
H -1.568 -0.583 5.539
H -4.425 0.666 3.571
H -4.095 -0.148 2.048
H -3.086 1.226 2.579
H -2.059 0.034 1.031
H -2.674 -0.409 -1.077
H -2.065 3.141 -3.396
H 2.335 3.265 -2.057
H 2.486 4.288 -3.480
H 2.509 2.536 -3.658
H 0.217 4.650 -1.535
H -1.029 4.858 -2.771
H 0.572 5.559 -3.009
H 0.516 2.536 -5.292
H 0.868 4.270 -5.252
H -0.788 3.703 -5.023
H -4.339 2.864 -0.898
H -5.584 2.946 -2.153
H -4.015 3.701 -2.424
H -4.754 0.341 -0.892
H -4.540 -0.599 -2.391
H -5.893 0.515 -2.221
H -3.757 2.371 -4.590
H -5.325 1.625 -4.301
H -3.902 0.607 -4.566
H -0.723 -2.265 4.370
H -0.152 -4.231 4.549
H 1.348 -5.155 4.512
H 0.334 -5.066 3.066
H 1.139 -2.219 5.372
H 2.510 -1.583 4.450
H 2.649 -3.124 5.304
H 2.515 -4.343 1.857
H 3.305 -4.450 3.425
H 3.438 -2.969 2.484
S 0.903 -3.695 -3.825
C 1.071 -2.944 -2.525
Se 4.914 -2.105 -3.663
N 3.984 -1.385 -2.318
C 4.862 -0.861 -1.453
C 4.548 -0.169 -0.255
C 5.575 0.265 0.526
C 6.939 0.067 0.164
C 7.286 -0.561 -0.989
C 6.248 -1.042 -1.831
N 6.435 -1.680 -2.974
H 3.517 0.035 0.014
H 5.364 0.788 1.450
H 7.711 0.444 0.820
H 8.317 -0.706 -1.279

***

ii:
87
Properties=species:S:1:pos:R:3 method="wB97M-V/def2-TZVPD" multiplicity=6 gap_ha="0.206 / 0.159" lumo_ev="-6.84 / -9.38" total_charge=+2 homo_ev="-12.453 / -13.714"
Pd -0.193 -2.027 0.012
C 2.447 4.310 -1.811
C 3.052 3.670 -0.547
C 4.553 3.951 -0.533
C 2.420 4.325 0.695
C 2.727 2.200 -0.521
C 1.386 1.794 -0.564
C 1.042 0.461 -0.391
N -0.200 -0.096 -0.271
C -1.443 0.456 -0.139
C -1.799 1.785 0.041
C -3.139 2.185 0.070
C -4.135 1.202 -0.014
C -3.859 -0.150 -0.107
C -2.492 -0.556 -0.102
O -2.134 -1.794 -0.049
C -4.931 -1.218 -0.233
C -6.346 -0.628 -0.255
C -4.721 -2.012 -1.533
C -4.808 -2.166 0.970
C -3.467 3.652 0.196
C -2.805 4.419 -0.960
C -2.889 4.156 1.534
C -4.966 3.939 0.182
C 2.091 -0.551 -0.331
O 1.739 -1.788 -0.238
C 3.458 -0.140 -0.370
C 3.718 1.216 -0.438
C 4.553 -1.183 -0.271
C 4.461 -1.839 1.119
C 4.358 -2.253 -1.354
C 5.951 -0.575 -0.426
H 2.745 5.353 -1.852
H 1.362 4.274 -1.812
H 2.811 3.810 -2.704
H 4.717 5.023 -0.561
H 5.049 3.518 -1.397
H 5.016 3.576 0.376
H 2.659 5.384 0.695
H 2.817 3.884 1.606
H 1.338 4.223 0.707
H 0.625 2.527 -0.769
H -1.026 2.513 0.226
H -5.163 1.514 0.020
H -6.490 0.052 -1.091
H -6.570 -0.111 0.675
H -7.059 -1.441 -0.366
H -4.856 -1.372 -2.401
H -5.448 -2.817 -1.590
H -3.727 -2.457 -1.562
H -4.927 -1.617 1.901
H -3.846 -2.675 0.977
H -5.587 -2.921 0.903
H -1.723 4.321 -0.947
H -3.044 5.475 -0.876
H -3.172 4.058 -1.917
H -1.807 4.067 1.574
H -3.314 3.603 2.368
H -3.145 5.204 1.649
H -5.429 3.597 -0.739
H -5.125 5.011 0.246
H -5.468 3.485 1.032
H 4.747 1.529 -0.437
H 3.474 -2.269 1.268
H 4.653 -1.104 1.897
H 5.202 -2.629 1.196
H 3.403 -2.761 -1.245
H 5.144 -2.998 -1.267
H 4.407 -1.812 -2.347
H 6.176 0.114 0.383
H 6.054 -0.064 -1.380
H 6.688 -1.372 -0.390
S -0.787 -2.580 3.440
C -0.100 -1.696 2.399
Se -1.683 -4.853 -0.857
N -0.330 -3.980 0.140
C 0.567 -4.904 0.522
C 1.670 -4.670 1.349
C 2.562 -5.713 1.613
C 2.334 -6.976 1.100
C 1.216 -7.246 0.292
C 0.298 -6.233 0.033
N -0.832 -6.367 -0.666
H 1.785 -3.696 1.810
H 3.416 -5.527 2.243
H 3.017 -7.780 1.328
H 1.074 -8.218 -0.151

***

Which one sits at the top of the stability order? i does.

***

i:
15
Properties=species:S:1:pos:R:3 method="wB97M-V/def2-TZVPD" gap_ha=0.369 lumo_ev=1.01 homo_ev=-9.037
C -1.132 -0.038 1.384
C -0.141 0.196 0.241
C 0.697 1.216 -0.651
N 1.060 -0.120 -1.263
C 1.139 -0.644 0.150
C -0.430 -0.387 -1.142
H -1.506 -1.058 1.191
H -2.005 0.617 1.401
H -0.699 -0.076 2.392
H 0.206 1.828 -1.422
H 1.529 1.769 -0.208
H 2.045 -0.335 0.686
H 0.995 -1.728 0.230
H -0.756 -1.428 -1.105
H -1.002 0.186 -1.883

***

ii:
15
Properties=species:S:1:pos:R:3 method="wB97M-V/def2-TZVPD" gap_ha=0.384 lumo_ev=1.23 smiles=C1CC1N1CC1 homo_ev=-9.210
C -1.030 0.793 0.577
C -1.986 -0.410 -0.275
C -0.570 -0.518 0.086
N 0.673 -0.638 -0.753
C 1.856 -0.667 0.131
C 1.419 0.582 -0.524
H -1.124 1.646 -0.093
H -0.925 1.107 1.623
H -2.653 -1.274 -0.072
H -2.342 0.170 -1.118
H -0.508 -1.214 0.925
H 1.652 -0.730 1.203
H 2.724 -1.251 -0.179
H 1.894 1.119 -1.340
H 0.820 1.221 0.154

***

Which one sits at the top of the stability order? i does.